# C17H15F2NO6S

One molecule with the formula C17H15F2NO6S (ωB97M-V/def2-TZVPD, the OMol25 dataset).

Positions of all 42 atoms, in Å:
C  -1.448  5.442  -2.211
O  -0.452  4.593  -2.745
C  0.080  3.566  -2.039
C  1.230  3.030  -2.615
C  1.906  1.956  -2.062
C  1.439  1.468  -0.866
C  0.311  2.004  -0.232
C  -0.447  3.013  -0.842
O  -1.640  3.481  -0.416
C  -2.492  2.654  0.356
C  0.238  1.371  1.101
O  -0.467  1.592  2.047
O  1.237  0.456  1.195
C  1.980  0.349  -0.029
N  1.819  -0.967  -0.593
C  0.524  -1.390  -0.913
C  -0.178  -0.812  -1.976
C  -1.436  -1.266  -2.323
C  -2.026  -2.322  -1.643
C  -1.344  -2.912  -0.597
C  -0.094  -2.442  -0.236
S  0.616  -3.176  1.233
O  2.048  -3.023  1.257
O  0.075  -4.482  1.434
C  -0.064  -2.062  2.601
F  -1.344  -1.798  2.281
F  -0.052  -2.751  3.745
H  -1.480  6.296  -2.888
H  -2.426  4.958  -2.193
H  -1.193  5.782  -1.207
H  1.564  3.477  -3.538
H  2.770  1.528  -2.543
H  -2.210  2.651  1.409
H  -2.482  1.626  -0.017
H  -3.487  3.081  0.240
H  3.041  0.475  0.216
H  2.273  -1.656  0.007
H  0.281  -0.014  -2.535
H  -1.955  -0.799  -3.147
H  -3.004  -2.679  -1.925
H  -1.757  -3.737  -0.039
H  0.497  -1.127  2.709

Calculated values
- M: 399.37 g/mol
- HOMO-LUMO gap: 0.3240 Ha
- E_tot: -47916.361 eV
- Total charge: 0
- E_LUMO: 0.08 eV

=====

# C17H15F3N2O3S

One molecule with the formula C17H15F3N2O3S in a non-equilibrium geometry (ωB97M-V/def2-TZVPD, the OMol25 dataset).

Positions of all 41 atoms, in Å:
C  6.322  2.090  0.257
C  5.446  0.919  -0.119
O  5.853  -0.020  -0.766
N  4.153  0.996  0.330
C  3.619  2.103  1.120
C  2.158  1.737  1.434
C  1.967  0.437  0.713
C  0.833  -0.337  0.608
C  0.909  -1.501  -0.141
S  -0.519  -2.532  -0.435
O  -0.166  -3.903  -0.230
O  -1.130  -2.150  -1.670
N  -1.562  -2.174  0.850
C  -2.524  -1.185  0.888
C  -3.544  -1.224  1.842
C  -4.466  -0.200  1.928
C  -4.394  0.891  1.077
C  -3.386  0.923  0.124
C  -3.243  2.089  -0.812
F  -4.077  3.101  -0.533
F  -3.460  1.762  -2.095
F  -1.998  2.611  -0.766
C  -2.458  -0.102  0.014
C  2.085  -1.891  -0.756
C  3.233  -1.122  -0.645
C  3.159  0.053  0.090
H  6.409  2.175  1.338
H  5.914  3.019  -0.134
H  7.309  1.927  -0.166
H  3.680  3.031  0.546
H  4.206  2.226  2.034
H  1.461  2.493  1.069
H  1.991  1.619  2.505
H  -0.083  -0.044  1.093
H  -1.698  -2.964  1.460
H  -3.604  -2.066  2.516
H  -5.248  -0.247  2.669
H  -5.104  1.698  1.149
H  -1.705  -0.075  -0.757
H  2.088  -2.809  -1.320
H  4.154  -1.417  -1.117

Calculated values
- M: 384.38 g/mol
- HOMO-LUMO gap: 0.3356 Ha
- E_tot: -45983.823 eV
- Total charge: 0
- E_LUMO: 0.44 eV

=====

# C17H15F6GaN7O6S2Se3Te

C17H15F6GaN7O6S2Se3Te as an isolated structure (ωB97M-V/def2-TZVPD, the OMol25 dataset).

Positions of all 58 atoms, in Å:
Ga  0.311  -1.821  1.675
Se  -0.220  -3.968  0.558
Se  1.946  -4.649  0.058
Te  2.888  -4.502  2.367
Se  2.579  -2.030  2.557
F  -1.376  -1.709  6.052
C  -2.219  -2.706  5.824
F  -3.402  -2.398  6.365
F  -1.755  -3.805  6.433
S  -2.394  -3.086  4.029
O  -1.059  -3.229  3.531
O  -3.288  -4.197  3.995
N  -3.097  -1.745  3.565
S  -2.868  -0.967  2.263
O  -1.787  -1.447  1.397
O  -2.998  0.447  2.427
C  -4.315  -1.444  1.227
F  -4.300  -2.749  0.968
F  -4.283  -0.781  0.063
F  -5.457  -1.143  1.846
C  -1.126  -0.623  -1.780
C  0.344  -0.820  -1.673
N  0.971  -1.203  -0.592
C  2.311  -1.272  -0.915
C  2.484  -0.950  -2.219
N  1.223  -0.657  -2.704
C  0.880  -0.378  -4.069
N  1.541  0.806  -4.569
N  2.212  0.742  -5.739
N  2.646  1.904  -6.049
C  2.256  2.789  -5.067
C  2.479  4.165  -4.936
C  1.970  4.773  -3.816
C  1.266  4.041  -2.831
C  1.036  2.692  -2.943
C  1.540  2.086  -4.100
H  -1.538  -0.658  -0.779
H  -1.597  -1.417  -2.365
H  -1.378  0.339  -2.231
H  3.049  -1.547  -0.182
H  3.359  -0.880  -2.842
H  -0.201  -0.261  -4.124
H  1.185  -1.179  -4.741
H  3.036  4.709  -5.687
H  2.120  5.835  -3.666
H  0.920  4.554  -1.943
H  0.562  2.135  -2.148
O  -0.242  -0.640  3.557
C  0.061  0.401  2.961
C  0.036  1.813  3.470
C  0.530  2.595  2.255
C  0.703  1.539  1.154
O  1.010  1.804  0.010
N  0.440  0.297  1.677
H  0.665  1.901  4.355
H  -0.987  2.054  3.757
H  1.493  3.082  2.411
H  -0.168  3.353  1.904

Calculated values
- M: 1025.67 g/mol
- HOMO-LUMO gap: 0.2644 Ha
- E_tot: -334277.883 eV
- Total charge: -1
- E_LUMO: 2.27 eV

=====

# C17H15FN2O2S

One molecule with the formula C17H15FN2O2S in a non-equilibrium geometry (ωB97M-V/def2-TZVPD, the OMol25 dataset).

Positions of all 38 atoms, in Å:
C  5.209  -0.375  -2.719
C  3.785  -0.568  -2.220
C  3.437  -0.256  -0.889
C  2.200  -0.488  -0.335
C  1.183  -1.067  -1.138
N  -0.162  -0.973  -0.651
C  -1.337  -1.124  -1.303
O  -1.377  -1.368  -2.457
C  -2.654  -0.754  -0.735
C  -2.950  -1.149  0.657
N  -2.164  -0.472  1.672
C  -1.479  -1.048  2.701
S  -1.043  -2.666  2.808
O  -0.833  -0.088  3.478
C  -1.269  1.070  2.930
C  -0.971  2.281  3.339
C  -1.716  3.241  2.785
C  -2.705  3.156  1.706
C  -2.872  1.869  1.222
C  -2.153  0.859  1.889
C  1.487  -1.482  -2.444
C  2.810  -1.256  -3.037
F  3.075  -1.527  -4.320
H  5.169  -0.145  -3.863
H  5.560  0.507  -2.211
H  5.720  -1.252  -2.498
H  4.315  0.063  -0.315
H  2.097  -0.331  0.698
H  -0.139  -0.915  0.294
H  -2.758  0.324  -1.075
H  -3.460  -1.226  -1.264
H  -2.689  -2.164  0.663
H  -3.960  -1.065  0.800
H  -0.208  2.529  4.034
H  -1.417  4.191  3.215
H  -3.020  4.061  1.270
H  -3.462  1.628  0.331
H  0.752  -2.021  -3.019

Calculated values
- M: 330.38 g/mol
- HOMO-LUMO gap: 0.3141 Ha
- E_tot: -38498.677 eV
- Total charge: 0
- E_LUMO: 0.29 eV

=====

# C17H15FN4O3S2

One molecule with the formula C17H15FN4O3S2 in a non-equilibrium geometry (ωB97M-V/def2-TZVPD, the OMol25 dataset).

Positions of all 42 atoms, in Å:
C  -3.333  2.272  0.023
N  -2.947  1.639  1.261
C  -2.133  2.438  2.156
C  -2.965  3.524  2.785
C  -4.115  3.183  3.487
C  -4.902  4.166  4.059
C  -4.545  5.499  3.939
C  -3.400  5.845  3.242
C  -2.616  4.861  2.663
S  -2.522  0.057  1.138
O  -3.470  -0.620  0.310
O  -2.256  -0.457  2.446
C  -0.959  0.031  0.252
N  -0.343  1.096  -0.129
N  0.795  0.855  -0.767
C  1.046  -0.413  -0.872
N  2.160  -0.904  -1.486
C  2.379  -2.259  -1.589
O  1.575  -3.047  -1.139
C  3.623  -2.663  -2.283
C  4.750  -1.846  -2.372
C  5.884  -2.295  -3.022
C  5.879  -3.561  -3.583
F  6.979  -3.991  -4.221
C  4.779  -4.398  -3.497
C  3.655  -3.943  -2.837
S  -0.164  -1.456  -0.159
H  -2.459  2.609  -0.544
H  -3.887  1.538  -0.556
H  -3.976  3.124  0.245
H  -1.771  1.750  2.924
H  -1.275  2.862  1.620
H  -4.383  2.141  3.572
H  -5.795  3.893  4.602
H  -5.158  6.267  4.387
H  -3.119  6.883  3.144
H  -1.725  5.134  2.116
H  2.783  -0.226  -1.901
H  4.770  -0.871  -1.909
H  6.768  -1.682  -3.095
H  4.816  -5.381  -3.937
H  2.780  -4.567  -2.741

Calculated values
- M: 406.46 g/mol
- HOMO-LUMO gap: 0.3338 Ha
- E_tot: -54362.675 eV
- Total charge: 0
- E_LUMO: -0.20 eV

=====

# C17H15KN3O4

C17H15KN3O4 as an isolated structure in a non-equilibrium geometry (ωB97M-V/def2-TZVPD, the OMol25 dataset).

Positions of all 40 atoms, in Å:
K  -1.583  -1.630  -3.169
N  -5.203  0.188  -6.386
C  -5.228  -0.500  -5.085
C  -4.085  -1.446  -4.735
O  -3.096  -1.480  -5.583
O  -4.184  -2.012  -3.634
H  -5.438  -0.527  -7.102
H  -4.274  0.482  -6.601
H  -6.209  -1.022  -5.029
H  -5.246  0.345  -4.375
O  0.501  -2.323  -1.765
C  0.597  -1.324  -1.033
N  1.422  -1.273  0.099
C  1.240  -0.043  0.799
C  0.204  0.674  -0.150
O  -0.311  1.767  0.060
N  -0.085  -0.161  -1.158
C  0.588  -0.379  2.117
C  1.383  -0.613  3.256
C  0.685  -0.652  4.481
C  -0.711  -0.674  4.517
C  -1.468  -0.645  3.396
C  -0.809  -0.459  2.136
C  2.495  0.810  1.152
C  3.723  0.312  0.881
C  4.812  1.212  1.094
C  4.682  2.422  1.655
C  3.419  2.851  1.945
C  2.305  2.076  1.688
H  1.627  -2.142  0.562
H  2.449  -0.671  3.379
H  1.220  -0.650  5.406
H  -1.247  -0.650  5.439
H  -2.586  -0.949  3.408
H  -1.419  -0.543  1.210
H  3.797  -0.625  0.319
H  5.872  0.875  0.862
H  5.535  3.075  1.714
H  3.301  3.823  2.330
H  1.322  2.480  1.896

Calculated values
- M: 364.42 g/mol
- HOMO-LUMO gap: 0.3000 Ha
- E_tot: -46862.207 eV
- Total charge: -1
- E_LUMO: 2.56 eV

=====

# C17H15N2O5

A 2-piece molecular cluster, C17H15N2O5 overall in a non-equilibrium geometry (ωB97M-V/def2-TZVPD, the OMol25 dataset).

Positions of all 39 atoms, in Å:
C  -6.780  -1.870  -1.156
C  -6.505  -0.496  -1.156
C  -5.185  -0.045  -1.150
C  -4.119  -0.962  -1.138
N  -2.785  -0.472  -1.108
C  -1.654  -0.921  -1.025
O  -0.526  -1.256  -0.949
C  -4.398  -2.329  -1.146
C  -5.716  -2.785  -1.154
H  -7.808  -2.230  -1.155
H  -7.332  0.210  -1.158
H  -4.968  1.022  -1.146
H  -3.554  -3.028  -1.140
H  -5.913  -3.854  -1.156
C  2.318  -3.770  -1.667
C  2.356  -2.866  -0.467
O  2.517  -1.517  -0.975
C  2.601  -0.648  0.072
C  2.475  0.726  -0.321
C  2.747  1.753  0.562
C  3.081  1.607  1.969
C  3.223  2.700  2.798
C  3.069  4.011  2.289
N  3.109  5.101  3.205
O  2.899  6.261  2.786
O  3.344  4.857  4.412
C  2.753  4.204  0.921
C  2.636  3.116  0.081
O  2.725  -1.073  1.226
H  1.935  -4.754  -1.383
H  1.671  -3.343  -2.444
H  3.320  -3.912  -2.091
H  1.400  -2.910  0.081
H  3.188  -3.118  0.211
H  2.246  0.943  -1.353
H  3.197  0.599  2.367
H  3.429  2.571  3.860
H  2.578  5.220  0.575
H  2.427  3.259  -0.978

Calculated values
- M: 327.32 g/mol
- HOMO-LUMO gap: 0.2014 Ha
- E_tot: -31088.935 eV
- Total charge: -1
- E_LUMO: 2.29 eV

=====

# C17H16BrNO3

One molecule with the formula C17H16BrNO3 (ωB97M-V/def2-TZVPD, the OMol25 dataset).

Positions of all 38 atoms, in Å:
C  -4.556  -1.307  1.905
C  -3.858  -1.133  0.556
N  -2.479  -1.580  0.637
C  -1.958  -2.535  -0.150
O  -2.595  -3.247  -0.892
C  -0.436  -2.662  0.005
O  0.113  -1.383  0.307
C  1.231  -1.008  -0.337
O  1.868  -1.722  -1.061
C  1.539  0.418  -0.044
C  0.496  1.338  0.045
C  0.755  2.678  0.260
C  2.063  3.117  0.397
C  3.110  2.217  0.315
C  2.849  0.874  0.086
Br  4.314  -0.325  0.008
C  -3.889  0.305  0.087
C  -3.251  1.301  0.818
C  -3.255  2.611  0.375
C  -3.897  2.944  -0.806
C  -4.535  1.959  -1.540
C  -4.528  0.648  -1.097
H  -4.537  -2.352  2.201
H  -4.066  -0.715  2.675
H  -5.591  -0.982  1.828
H  -4.337  -1.777  -0.188
H  -1.848  -1.029  1.199
H  -0.208  -3.354  0.822
H  0.000  -3.053  -0.919
H  -0.520  0.995  -0.078
H  -0.064  3.379  0.316
H  2.272  4.162  0.567
H  4.131  2.548  0.422
H  -2.748  1.058  1.744
H  -2.760  3.375  0.957
H  -3.899  3.967  -1.152
H  -5.036  2.211  -2.462
H  -5.022  -0.119  -1.675

Calculated values
- M: 362.22 g/mol
- HOMO-LUMO gap: 0.3588 Ha
- E_tot: -95564.613 eV
- Total charge: 0
- E_LUMO: 0.39 eV

=====

# C17H16ClN3O7OsS3

C17H16ClN3O7OsS3 as an isolated structure (ωB97M-V/def2-TZVPD, the OMol25 dataset).

Positions of all 48 atoms, in Å:
Os  0.691  -1.602  0.103
C  0.380  -5.519  4.150
S  -0.646  -4.082  4.537
C  -0.403  -3.161  3.048
S  1.200  -2.757  2.578
N  -1.491  -2.828  2.436
N  -1.293  -2.081  1.300
C  -2.349  -1.640  0.745
C  -2.191  -0.875  -0.480
C  -3.273  -0.351  -1.166
C  -3.053  0.360  -2.331
C  -1.752  0.543  -2.768
C  -0.714  0.013  -2.023
N  -0.925  -0.700  -0.915
H  0.291  -6.182  5.008
H  1.422  -5.238  4.018
H  0.013  -6.021  3.260
H  -3.330  -1.833  1.169
H  -4.270  -0.508  -0.779
H  -3.883  0.772  -2.887
H  -1.532  1.101  -3.664
H  0.319  0.164  -2.310
O  1.853  -4.458  1.312
S  1.949  -3.961  -0.099
O  2.607  -4.895  -0.937
O  2.567  -2.572  -0.038
O  0.534  -3.561  -0.549
C  2.883  3.042  -0.948
C  1.440  3.315  -1.263
C  1.021  3.396  -2.588
C  -0.291  3.705  -2.898
Cl  -0.770  3.808  -4.570
C  -1.229  3.931  -1.905
C  -0.829  3.835  -0.585
C  0.489  3.536  -0.264
O  0.812  3.559  1.073
C  1.311  2.362  1.660
C  0.534  1.119  1.225
O  -0.662  1.011  1.401
O  1.310  0.208  0.683
H  3.505  3.254  -1.816
H  3.039  1.998  -0.670
H  3.223  3.665  -0.121
H  1.737  3.247  -3.386
H  -2.249  4.176  -2.162
H  -1.527  3.994  0.224
H  1.160  2.486  2.733
H  2.371  2.226  1.460

Calculated values
- M: 696.21 g/mol
- HOMO-LUMO gap (spin up / spin down): 0.2567 / 0.2423 Ha
- Spin multiplicity: 5
- E_tot: -84184.116 eV
- Total charge: 0
- E_LUMO (spin up / spin down): -1.43 / -2.25 eV

=====

# C17H16F4N4O

One molecule with the formula C17H16F4N4O in a non-equilibrium geometry (ωB97M-V/def2-TZVPD, the OMol25 dataset).

Positions of all 42 atoms, in Å:
C  1.048  6.789  -0.012
C  0.121  5.701  0.316
C  0.168  4.545  -0.478
C  -0.493  3.474  0.058
C  -0.477  2.147  -0.606
O  0.176  1.934  -1.590
N  -1.080  1.086  0.086
C  -1.009  -0.297  -0.088
C  -0.964  -0.691  -1.434
C  -0.785  -2.103  -1.637
C  -0.619  -3.083  -0.651
C  -0.423  -4.609  -0.792
C  0.973  -4.815  -1.499
N  1.208  -6.220  -1.659
C  2.470  -6.191  -1.019
C  2.340  -4.695  -0.702
F  2.143  -4.423  0.547
C  -0.777  -2.600  0.645
C  -1.006  -1.257  0.924
N  -1.226  3.593  1.197
C  -1.123  4.744  1.956
C  -1.763  4.863  3.317
F  -2.021  3.648  3.933
F  -2.910  5.620  3.437
F  -0.951  5.400  4.240
N  -0.557  5.809  1.468
H  1.386  7.238  0.857
H  1.885  6.581  -0.653
H  0.549  7.588  -0.460
H  0.787  4.390  -1.322
H  -1.581  1.452  0.950
H  -1.059  -0.024  -2.235
H  -0.778  -2.657  -2.519
H  -1.185  -4.936  -1.525
H  -0.470  -5.207  0.138
H  0.739  -4.229  -2.389
H  0.485  -6.751  -1.152
H  2.336  -6.876  -0.253
H  3.314  -6.420  -1.659
H  3.180  -4.175  -1.141
H  -0.904  -3.280  1.482
H  -1.143  -1.063  1.924

Calculated values
- M: 368.33 g/mol
- HOMO-LUMO gap: 0.2850 Ha
- E_tot: -36763.996 eV
- Total charge: 0
- E_LUMO: -0.67 eV

=====

# C17H16FN3O3S3

One molecule with the formula C17H16FN3O3S3 in a non-equilibrium geometry (ωB97M-V/def2-TZVPD, the OMol25 dataset).

Positions of all 43 atoms, in Å:
O  5.908  -2.235  2.243
C  5.787  -1.404  1.476
N  5.831  -0.654  0.489
N  4.549  -0.542  -0.150
C  4.137  0.882  -0.294
C  2.843  1.176  0.463
C  1.575  0.790  -0.317
S  0.595  2.278  -0.705
C  -1.003  1.645  -1.145
S  -1.813  2.433  -2.304
N  -1.398  0.537  -0.366
C  -2.281  -0.424  -1.007
C  -3.574  -0.179  -1.454
C  -4.319  -1.195  -2.022
C  -3.824  -2.485  -2.132
C  -2.539  -2.743  -1.680
C  -1.792  -1.715  -1.125
C  -1.940  0.903  0.937
C  -1.514  0.149  2.020
C  -2.002  0.381  3.295
C  -2.942  1.387  3.487
C  -3.345  2.149  2.405
C  -2.862  1.918  1.127
S  4.519  -1.408  -1.584
O  3.160  -1.686  -1.875
O  5.405  -2.508  -1.458
F  5.084  -0.456  -2.678
H  4.010  1.184  -1.335
H  4.933  1.501  0.114
H  2.850  0.741  1.462
H  2.830  2.260  0.617
H  0.974  0.068  0.231
H  1.822  0.316  -1.266
H  -3.986  0.814  -1.347
H  -5.321  -1.008  -2.390
H  -4.401  -3.301  -2.547
H  -2.092  -3.728  -1.710
H  -0.795  -1.925  -0.754
H  -0.797  -0.643  1.844
H  -1.652  -0.256  4.097
H  -3.332  1.550  4.483
H  -4.083  2.925  2.567
H  -3.204  2.509  0.287

Calculated values
- M: 425.53 g/mol
- HOMO-LUMO gap: 0.3041 Ha
- E_tot: -63721.900 eV
- Total charge: 0
- E_LUMO: -0.24 eV